No. 1
A cluster of 7 separate species, C5H26N3O6 in total. Source: the OMol25 dataset; level of theory: wB97M-V/def2-TZVPD.

Atoms and positions in Å:
H 2.43392 -2.27462 3.21559
C -0.28602 -0.93653 -1.69434
H 0.21907 -0.50855 -2.52422
H 4.49868 -0.52396 -0.01940
H -1.14452 3.49248 0.55236
H -0.23916 2.15719 -2.96824
H 1.73487 0.11276 1.28695
C 2.36802 0.08442 0.40316
N 2.11772 1.40509 -0.18952
H -0.29944 2.33902 0.04911
O -1.92276 0.41784 2.43042
H 1.64073 2.03819 0.37395
H 1.99582 -0.11249 -1.69224
N -1.75236 -0.92976 -2.11716
C 0.39622 -1.15263 -0.52457
C 1.87864 -0.82783 -0.80953
H -4.21511 1.27282 -0.50866
H -2.33041 -1.39064 -1.48607
H 0.09804 1.16166 -1.87312
H -3.75260 2.29290 -1.64602
H -4.57947 -0.91166 1.09826
H -2.58926 0.90011 2.81552
O -3.92956 -0.88733 0.39423
H -1.75005 -1.46216 -3.01524
H -1.02064 -1.71430 0.84816
H 2.19768 -3.68552 2.58900
O -0.47634 1.93953 -2.08940
C 3.70075 -0.40074 0.72601
H 2.54144 -1.65264 -1.12243
H 0.56202 -1.75650 1.50059
H -2.03136 0.15623 -2.18273
N -0.01644 -1.52779 0.68683
H -3.29441 -0.28230 0.75474
O -3.58494 1.36640 -1.27596
O 1.88450 -2.81066 2.70212
H -1.29898 0.95294 2.04921
O -0.50113 2.76860 0.89235
H 3.03537 2.03826 -0.26964
H 3.47983 -1.33535 1.27160
H 4.23163 0.18751 1.36833

Properties
**2S+1**: 2
**Net charge**: 0
**⟨S²⟩**: 0.75
**Gap between HOMO and LUMO (alpha / beta)**: 1.59 / 9.04 eV
**E_HOMO (alpha / beta)**: -1.70 / -8.80 eV

No. 2
A cluster of 9 separate species, C5H26N3O8 in total. Source: the OMol25 dataset; level of theory: wB97M-V/def2-TZVPD.

Atoms and positions in Å:
H 1.08674 2.37143 -3.43240
H -1.46573 -1.61529 -3.51579
O 0.63640 -0.45220 -1.74736
H 1.33420 2.35192 0.22716
C 0.88308 0.08760 2.11283
H -0.56560 2.77006 1.50470
H 3.80746 2.78214 -1.21890
H 0.08970 -0.78422 -2.56367
O -1.37091 -3.60264 1.37931
H 2.48718 -2.46893 0.94047
H -1.41211 1.47785 0.51432
C -0.55060 1.82412 0.99987
H 2.93940 4.01723 -1.04281
C 2.97601 -0.72797 2.01352
H 0.96696 -1.28111 -1.26847
H 4.09685 -0.86715 2.06149
H -2.62591 0.59451 -1.16432
O 2.85627 3.06092 -1.12710
N 2.11918 -1.75737 1.51426
H -0.69461 -3.63033 2.04361
O -2.62863 -2.37989 -0.29545
H -4.65242 0.57350 0.04517
H 0.23602 1.72369 -0.84320
H -1.70230 -2.24639 -0.06023
H -2.61582 1.86440 -0.93322
H -1.03942 0.62558 3.00326
O -3.80775 0.49077 0.27977
H -2.84307 -3.07727 0.32097
H -1.35871 -4.60374 1.07549
H 1.02854 0.66844 0.07752
C -0.22008 1.12056 2.42617
O -2.08568 1.28254 -1.45255
N 0.61815 1.64229 -0.04122
N 2.23353 0.37959 2.24895
H -3.49252 -0.53801 0.38897
O 0.51936 2.23282 -2.66924
H 0.14766 1.98345 3.03626
O -0.60368 -1.72267 -3.72116
C 0.83671 -1.20112 1.63262
H -0.46770 -2.09148 -4.52582
H -0.07143 -1.75559 1.32826
H 0.31677 1.40728 -2.33255

Properties
**Net charge**: +1
**Gap between HOMO and LUMO**: 9.65 eV
**E_HOMO**: -12.17 eV

No. 3
A cluster of 9 separate species, C5H26O9S2 in total. Source: the OMol25 dataset; level of theory: wB97M-V/def2-TZVPD.

Atoms and positions in Å:
H 1.99715 1.53394 0.73699
H 3.22721 1.71747 -1.34115
H 1.58767 2.17194 -1.74913
H -0.44826 -2.87570 2.72209
C 2.36639 -0.41824 0.41942
O 1.87725 -1.01606 1.36046
O -3.01424 2.94691 0.10206
H -3.45128 2.42954 -0.57801
H -0.49499 -1.85248 -0.36040
H 1.31827 -2.64329 1.46959
H -2.50157 -0.64783 1.75846
S 2.10563 0.28706 -2.94542
H -2.74838 -2.09800 2.08381
H -0.54004 2.66821 3.58855
C 1.74921 0.85498 -0.09645
O -2.99369 -1.40757 1.46408
H 0.68014 1.02316 0.10556
H -2.06233 -1.63103 -1.18016
C 2.21086 1.32990 -1.44521
O -1.03849 1.09937 1.16802
C -1.02338 -1.30665 -1.13619
H -1.20881 0.08328 3.23741
H -1.08380 -0.25440 -0.86486
H 0.11398 -1.49615 2.91711
H -0.99213 1.96043 1.67648
O -0.85256 3.12220 2.79761
H -2.83330 3.83258 -0.21099
H -1.21101 0.11541 4.75440
H 3.44289 -0.56885 0.22580
H -1.65274 3.62112 2.97158
H -2.02334 2.61711 -3.39353
O -1.00320 0.65339 3.98405
O -0.69830 -1.99962 3.05068
H -0.81088 -0.94108 -3.24466
H 0.28106 -3.43827 0.70791
C -0.31592 -1.51684 -2.46572
H -0.48260 -2.54098 -2.82139
O -2.25007 2.78551 -2.47022
O 0.95515 -3.55024 1.38698
S 1.49697 -1.57801 -2.32648
H -1.38181 2.78055 -2.04768
H -1.88688 1.34298 0.75583

Properties
**Net charge**: 0
**Gap between HOMO and LUMO**: 9.21 eV
**E_HOMO**: -9.10 eV

No. 4
A cluster of 7 separate species, C5H27N2O7 in total. Source: the OMol25 dataset; level of theory: wB97M-V/def2-TZVPD.

Atoms and positions in Å:
O -0.85618 1.53335 -3.54127
H -0.06429 1.93469 -0.70529
H -1.88397 -2.98460 2.88652
C -1.04027 3.08937 0.97117
H 3.21087 -1.96323 -1.67200
C 0.50441 2.72196 1.03419
H -1.15361 1.60613 2.13885
C 2.32724 -2.19089 -0.99505
H -4.15847 -2.33526 0.23761
H -1.45131 2.99451 -0.03738
H 0.81956 -0.99743 -0.19853
H 2.16077 -0.57289 0.63128
H 1.02946 -0.11842 2.54392
O -1.60528 -3.40637 2.07644
H -2.34304 -3.40124 1.47076
H -0.17231 -3.04290 0.92284
H -3.66220 0.03283 -1.73887
C 1.97969 0.25034 -1.32022
H 0.74288 -2.28274 1.85050
H 1.06627 0.20328 -1.91100
H 2.80606 1.73296 0.30585
O 0.69267 -2.59413 0.94487
H -3.23075 -3.15518 -0.72051
N 0.70686 1.72466 -0.01162
H 0.93275 2.56239 2.01291
C 2.07873 1.55050 -0.51692
H -1.83924 1.42914 -3.49626
H -0.56045 1.28699 -4.40728
O 1.85897 -0.58356 2.39837
H 0.98409 3.65584 0.70483
H 2.53242 -0.54226 3.05508
O -3.24817 -2.51683 -0.03056
H 1.54400 -2.64206 -1.71084
H -3.48112 1.30904 -1.00265
N 1.82584 -0.89816 -0.39051
H -1.20030 3.94902 1.59828
H 2.78570 0.19298 -2.08561
H 2.65698 2.40969 -1.00006
O -4.00146 0.95759 -1.68829
O -1.80839 2.08331 1.63257
H 2.51459 -2.98243 -0.23612

Properties
**Net charge**: +1
**Gap between HOMO and LUMO**: 9.54 eV
**E_HOMO**: -12.29 eV